Record 1
103
Properties=species:S:1:pos:R:3:forces:R:3 method="wB97M-V/def2-TZVPD" e_tot_ha=-8655.7146 homo_energy_ha="-0.64358 / -0.64427" molar_mass_g_mol=1074.65 multiplicity=5 charge=+4 s2=6.067
Ru 0.88651 -0.13111 0.52029 0.1 -0.2 -0.4
S -1.91089 -6.47551 3.15000 0.0 0.3 -0.1
C -3.16177 -6.23760 4.23880 0.1 -0.2 -0.1
C -3.50732 -4.88101 4.40909 0.0 0.5 0.0
C -2.73077 -4.03749 3.64273 -0.3 0.0 0.3
C -1.79110 -4.72323 2.86446 0.1 -0.6 0.0
C -0.85035 -4.20499 1.90790 0.4 -0.1 -0.4
C -0.60920 -2.81092 1.77792 -0.1 0.1 0.3
N 0.17251 -2.28909 0.86477 0.2 0.4 0.0
C 0.81531 -3.10598 -0.01789 -0.3 -0.5 0.2
C 0.70595 -4.51061 0.07452 0.2 0.4 -0.3
C 1.44462 -5.34762 -0.81781 -0.1 -0.1 0.0
C 2.24505 -4.80749 -1.76067 0.1 -0.1 0.0
C 2.36290 -3.38797 -1.89107 -0.3 0.0 0.4
C 3.23427 -2.81105 -2.81965 0.2 0.3 -0.2
C 3.36950 -1.42795 -2.88380 -0.3 -0.4 0.1
C 2.52891 -0.65609 -2.04121 0.0 0.1 -0.1
N 1.69457 -1.17165 -1.16462 0.2 -0.2 -0.1
C 1.62864 -2.53462 -1.03873 0.3 -0.1 -0.4
C 4.33673 -0.79227 -3.73605 0.2 -0.4 -0.3
C 4.82417 0.52157 -3.66744 0.2 0.4 -0.1
C 5.81140 0.76875 -4.59705 -0.2 0.3 0.4
C 6.08200 -0.35418 -5.40519 0.0 -0.2 -0.2
S 5.15020 -1.69607 -5.02110 -0.1 0.1 0.2
C -0.14489 -5.04335 1.04853 -0.2 0.0 0.3
H -3.62163 -7.08234 4.73799 0.0 0.0 0.0
H -4.30068 -4.55653 5.06884 0.0 0.0 0.0
H -2.85570 -2.96361 3.64277 0.0 0.0 0.0
H -1.08004 -2.12152 2.46974 0.0 0.0 0.0
H 1.35207 -6.42120 -0.71211 0.0 0.0 -0.1
H 2.81861 -5.44059 -2.42574 0.0 0.0 0.0
H 3.82239 -3.45815 -3.46074 0.0 0.0 0.0
H 2.54137 0.41769 -2.14166 0.0 0.1 0.1
H 4.50267 1.25202 -2.93531 0.0 0.0 0.0
H 6.33854 1.70749 -4.69865 0.0 0.0 0.0
H 6.80604 -0.40370 -6.20991 0.0 0.0 0.0
H -0.25366 -6.12015 1.10929 0.0 0.0 0.0
Cl 2.69132 1.99130 3.47617 -0.1 -0.1 0.0
Ge 1.40522 0.45780 2.82092 0.0 0.0 -0.2
Cl 2.87860 -1.01536 1.69476 0.2 0.0 0.3
Cl 0.88199 -0.71527 4.50916 0.0 0.0 0.0
C -0.46238 2.04875 -5.01149 0.0 0.0 0.0
C 0.87774 2.27818 -4.73521 0.0 0.0 -0.1
C 1.34103 2.25107 -3.42803 0.0 0.0 0.0
C 0.45652 2.00825 -2.37460 0.0 -0.4 0.2
C -0.88814 1.76031 -2.66297 0.1 0.0 0.0
C -1.34166 1.78020 -3.97155 -0.1 0.0 0.0
P 0.98817 2.04696 -0.62952 -0.1 0.9 0.3
C 0.14718 3.49592 0.10284 0.1 -0.1 0.1
C -0.93596 4.15512 -0.47485 0.1 -0.1 -0.1
C -1.40222 5.33519 0.08814 0.0 0.0 0.0
C -0.80942 5.85301 1.23036 0.0 0.0 0.0
C 0.26436 5.19335 1.81637 -0.1 -0.1 0.1
C 0.73629 4.01876 1.26052 -0.1 -0.2 -0.1
C 2.71969 2.64460 -0.65723 -0.1 -0.2 0.0
C 3.79097 1.90745 -0.15888 -0.1 0.0 -0.1
C 5.07688 2.43459 -0.18928 0.1 0.0 0.0
C 5.29843 3.69413 -0.72672 0.0 0.0 0.0
C 4.23096 4.43316 -1.22854 0.0 0.1 0.0
C 2.94514 3.92304 -1.18313 0.0 -0.1 0.0
H -0.82734 2.09798 -6.02847 0.0 0.0 0.0
H 1.56513 2.50053 -5.54122 0.0 0.0 0.0
H 2.38414 2.47092 -3.24576 0.0 0.0 0.1
H -1.58463 1.58360 -1.85499 0.0 0.1 -0.1
H -2.38677 1.59579 -4.18360 0.0 0.0 0.0
H -1.40846 3.78251 -1.37105 0.0 0.0 -0.1
H -2.22374 5.85808 -0.38272 0.0 0.0 0.0
H -1.18103 6.77072 1.66601 0.0 0.0 0.0
H 0.73326 5.59669 2.70406 0.0 0.0 0.0
H 1.57786 3.51044 1.71258 0.0 0.1 0.0
H 3.63333 0.92697 0.26875 0.0 0.0 0.0
H 5.90519 1.86967 0.21969 0.0 0.0 0.0
H 6.29789 4.10859 -0.74363 0.0 0.0 0.0
H 4.39643 5.42084 -1.63869 0.0 0.0 0.0
H 2.11740 4.51250 -1.55721 0.0 0.0 0.0
C -5.11833 2.47858 4.15101 0.0 0.1 0.3
C -4.45827 1.29147 3.47148 -0.1 0.0 -0.3
C -2.94986 1.24533 3.67575 0.0 0.1 0.1
C -2.28806 0.02115 3.03220 0.5 -0.2 -0.5
Ge -1.50388 0.42106 1.21784 -1.2 0.4 0.2
C -2.08112 -0.50327 -0.52246 0.4 -0.1 0.6
C -2.74368 -1.87623 -0.53667 -0.2 0.1 0.0
C -3.99226 -1.98111 0.33401 0.1 -0.2 0.0
C -4.60133 -3.37962 0.29770 0.0 0.2 0.0
H -6.18646 2.49867 3.94507 0.0 0.1 -0.1
H -4.67776 3.42724 3.84043 -0.1 0.0 -0.1
H -5.00302 2.43025 5.23633 0.0 -0.1 0.0
H -4.68308 1.31012 2.39678 0.0 0.0 0.0
H -4.90399 0.36673 3.85429 0.1 0.0 0.0
H -2.74307 1.21648 4.74929 0.0 0.0 0.0
H -2.49742 2.17065 3.30425 0.0 0.0 0.0
H -3.01692 -0.78587 2.92635 0.1 0.0 0.0
H -1.47177 -0.33880 3.65763 -0.1 -0.1 0.0
H -1.82746 1.91209 0.99218 0.3 -0.1 0.0
H -1.21372 -0.49830 -1.19217 -0.2 0.1 -0.1
H -2.78714 0.24511 -0.89127 0.1 0.1 0.0
H -2.04387 -2.66994 -0.26258 0.0 0.0 -0.1
H -3.02040 -2.07345 -1.57789 0.0 -0.1 0.0
H -4.72962 -1.24784 0.00001 0.0 0.0 0.1
H -3.73062 -1.72278 1.36647 -0.1 0.0 -0.1
H -4.93223 -3.63523 -0.70871 0.0 -0.1 0.0
H -5.46896 -3.43893 0.95415 0.0 -0.1 0.0
H -3.87198 -4.13176 0.61629 0.0 0.0 0.0



Record 2
107
Properties=species:S:1:pos:R:3:forces:R:3 method="wB97M-V/def2-TZVPD" e_tot_ha=-3962.1222 homo_energy_ha="-0.45292 / -0.46052" molar_mass_g_mol=947.56 multiplicity=6 charge=+2 s2=8.767
Fe 0.81797 -0.22351 -0.63467 1.0 -0.8 0.0
C -3.02929 -2.62463 0.14072 0.0 0.0 0.0
C -2.63539 -3.90326 -0.22397 0.0 -0.1 0.0
C -1.37633 -4.09089 -0.75960 0.0 0.0 0.0
C -0.52250 -3.00086 -0.92345 0.1 0.0 -0.1
N -0.92145 -1.75994 -0.58959 0.1 0.2 0.1
C -2.14119 -1.58979 -0.06221 0.0 0.0 0.0
C 0.85918 -3.13190 -1.46202 -0.2 0.0 0.1
C 1.42093 -4.38385 -1.72106 0.1 0.0 0.0
C 2.68410 -4.48194 -2.27972 0.0 0.0 0.0
C 3.40015 -3.32860 -2.58394 0.0 -0.1 0.0
C 2.85583 -2.08536 -2.29711 0.0 0.0 0.0
C 1.59379 -1.96512 -1.70995 0.0 0.2 0.0
H -4.00054 -2.42775 0.57106 0.0 0.0 0.0
H -3.30057 -4.74581 -0.08923 0.0 0.0 0.0
H -1.05757 -5.08061 -1.04772 0.0 0.0 0.0
H -2.41952 -0.57991 0.21170 0.0 0.0 0.0
H 0.88777 -5.29813 -1.49872 0.0 0.0 0.0
H 3.10744 -5.45558 -2.48604 0.0 0.0 0.0
H 4.38139 -3.40464 -3.03515 0.0 0.0 0.0
H 3.43467 -1.19983 -2.54164 0.0 0.0 0.0
N 3.02152 0.27265 -0.06870 -0.3 0.3 0.1
C 3.71872 1.01039 -1.07472 -0.1 -0.1 0.0
C 5.07204 1.02630 -1.22862 0.1 0.1 0.0
C 5.67022 1.82788 -2.23201 0.0 -0.1 0.1
C 4.90647 2.62931 -3.02651 -0.1 0.0 0.0
C 3.49376 2.61938 -2.89317 0.1 0.1 -0.1
C 2.64056 3.43532 -3.66894 0.0 0.0 0.0
C 1.28832 3.34942 -3.49897 0.0 -0.1 0.1
C 0.78434 2.39709 -2.59470 0.0 0.1 -0.2
N 1.54171 1.61546 -1.85548 -0.1 -0.1 0.2
C 2.89711 1.76220 -1.95070 0.0 -0.1 0.0
H 2.73643 0.91205 0.67139 0.1 0.0 0.1
H 3.58820 -0.45338 0.35462 0.0 -0.1 -0.1
H 5.70256 0.44489 -0.56654 0.0 0.0 0.0
H 6.74631 1.82352 -2.33671 0.0 0.0 0.0
H 5.36148 3.27696 -3.76441 0.0 0.0 0.0
H 3.06956 4.12390 -4.38668 0.0 0.0 0.0
H 0.60070 3.96537 -4.06067 0.0 0.0 0.0
H -0.28968 2.26783 -2.50625 0.0 0.0 0.0
C -2.60859 4.20412 1.25091 0.2 -0.1 -0.1
N -1.67167 3.15883 0.82456 -0.2 0.0 -0.1
C -0.46568 2.85078 1.30122 0.1 0.0 0.0
N -0.00076 1.75863 0.70630 0.0 -0.1 0.0
C -1.01496 1.44813 -0.13429 -0.4 0.2 -0.2
N -2.04487 2.25560 -0.10364 0.1 0.1 0.1
C -3.57004 3.70487 2.30050 -0.1 0.0 0.0
C -4.89880 4.10711 2.26859 0.0 0.0 0.0
C -5.77938 3.68815 3.25902 0.0 0.0 0.0
C -5.34369 2.86066 4.28047 0.0 0.0 0.0
C -4.01282 2.45507 4.30852 -0.1 -0.1 0.1
C -3.13230 2.87887 3.32296 0.0 0.0 0.0
C -3.51768 1.61290 5.39981 0.1 0.1 -0.3
N -4.08117 1.30086 6.50576 0.3 -0.3 0.4
N -3.13512 0.54152 7.22307 -0.5 0.2 -0.3
C -2.10064 0.46489 6.47156 0.3 0.0 -0.1
O -2.25493 1.11539 5.28523 -0.1 0.0 0.1
C -0.79886 -0.14807 6.74555 -0.1 0.0 0.1
C -0.41266 -0.35556 8.06218 0.1 0.0 0.0
C 0.84602 -0.87554 8.32774 0.0 0.0 0.0
C 1.70435 -1.18173 7.28540 0.0 0.0 0.0
C 1.30934 -0.99292 5.96223 0.1 -0.1 0.1
C 2.29694 -1.37865 4.88483 -0.1 0.0 -0.1
N 1.73148 -1.48177 3.54006 0.0 -0.2 0.1
C 1.40216 -0.54965 2.64962 0.0 0.1 0.0
N 0.94242 -1.12006 1.54010 0.1 0.1 -0.1
C 1.02263 -2.44913 1.83455 -0.1 -0.1 0.0
N 1.48542 -2.70656 3.02909 0.0 0.1 0.0
C 0.05444 -0.47850 5.69520 0.0 0.1 0.0
H -3.13813 4.51684 0.35399 0.0 0.0 0.0
H -2.00606 5.04395 1.59924 0.0 0.0 0.1
H 0.03154 3.43758 2.05752 0.0 0.0 0.0
H -1.01638 0.62559 -0.85295 -0.2 0.2 0.0
H -5.25356 4.74845 1.47084 0.0 0.0 0.0
H -6.81256 4.00581 3.22959 0.0 0.0 0.0
H -6.01889 2.53033 5.05818 0.0 0.0 0.0
H -2.10094 2.55441 3.37800 0.0 0.0 0.0
H -1.09247 -0.09867 8.86299 0.0 0.0 0.0
H 1.15889 -1.03753 9.34995 0.0 0.0 0.0
H 2.68655 -1.58659 7.50039 0.0 0.0 0.0
H 2.68673 -2.37487 5.08284 0.1 0.0 0.0
H 3.14525 -0.69370 4.84968 -0.1 0.1 0.0
H 1.48286 0.50898 2.84079 0.0 0.0 0.0
H 0.73924 -3.23990 1.16342 0.0 0.0 0.0
H -0.28831 -0.33363 4.67861 0.0 0.0 0.0
C -3.05095 -0.75594 -3.80411 0.0 0.0 0.0
C -1.86734 0.06667 -4.30014 -0.2 0.1 -0.1
Sb -0.00889 -0.75794 -3.60926 0.0 0.0 0.1
C 1.45493 0.05353 -4.93593 0.2 0.0 -0.1
C 0.87976 0.95554 -6.02395 -0.1 0.0 0.0
C -0.17039 -2.71519 -4.41211 -0.1 -0.1 0.0
C -0.53296 -2.69976 -5.89368 0.0 0.0 0.0
H -3.99173 -0.32941 -4.15302 0.0 0.0 0.0
H -3.09383 -0.79297 -2.71346 0.0 0.0 0.0
H -3.00915 -1.78467 -4.16611 0.0 0.0 0.0
H -1.93672 1.10654 -3.97842 0.0 0.0 0.0
H -1.79589 0.06818 -5.38941 0.0 0.0 0.0
H 1.94707 -0.81930 -5.37075 0.0 0.0 0.0
H 2.20652 0.57053 -4.33856 0.0 0.0 0.0
H 0.27514 0.39228 -6.73552 0.0 0.0 0.0
H 1.68562 1.42785 -6.58754 0.0 0.0 0.0
H 0.25078 1.75101 -5.62080 0.0 0.0 0.0
H -0.90571 -3.26644 -3.82432 0.0 0.0 0.0
H 0.79975 -3.18062 -4.23368 0.0 0.0 0.0
H -1.51088 -2.25213 -6.07585 0.0 0.0 0.0
H -0.57049 -3.71886 -6.28108 0.0 0.0 0.0
H 0.20183 -2.15882 -6.49244 0.0 0.0 0.0



Record 3
115
Properties=species:S:1:pos:R:3:forces:R:3 method="wB97M-V/def2-TZVPD" e_tot_ha=-10495.6000 homo_energy_ha="-0.05128 / -0.05186" molar_mass_g_mol=1293.08 de_lowest_ev=0.706 multiplicity=8 charge=-2 s2=15.761
Eu -0.79777 -0.73633 1.68489 -0.6 -0.6 -0.8
N -5.48888 -0.38531 -0.07607 -0.9 -0.7 0.8
C -6.83904 -0.10027 0.06112 0.1 -0.2 0.6
C -7.18895 0.68254 -0.98632 -0.2 0.5 -1.1
N -6.10005 0.86686 -1.81513 -0.6 -0.2 0.3
C -5.13177 0.18516 -1.21583 -0.9 1.1 -1.4
C -3.79487 0.26640 -1.70332 2.5 -0.8 0.4
N -2.82270 0.70866 -0.90643 -0.6 0.3 -0.3
C -1.67347 0.55196 -1.60596 1.6 0.4 0.0
C -1.91037 -0.02299 -2.81447 -0.4 -0.2 0.0
N -3.26654 -0.21467 -2.87432 -0.1 0.5 0.5
H -4.84286 -0.99868 0.51349 -0.3 0.2 -0.2
H -7.51194 -0.45380 0.82057 0.5 -0.3 0.4
H -8.16932 1.12191 -1.22996 0.6 -0.4 0.2
H -0.68526 0.90101 -1.23909 -0.9 -0.4 -0.2
H -1.25660 -0.38766 -3.57809 0.2 0.0 -0.2
H -3.73296 -0.72328 -3.60882 -0.2 0.0 0.3
S -0.39439 -3.65444 0.92922 0.9 0.6 0.4
As -2.54787 -3.81858 0.68569 -0.2 0.4 0.6
S -3.41841 -2.03718 1.73894 0.1 -0.3 -0.2
S -2.82430 -3.42478 -1.39224 -0.6 -0.2 -0.4
S -3.15944 -5.52317 1.77655 -0.3 -0.3 -0.4
C 2.89051 -2.36356 0.35258 -1.7 0.1 0.3
P 1.92127 -1.21136 -0.82575 -0.4 -0.9 1.5
C 3.11563 0.02339 -1.31475 0.8 0.2 -0.1
C 4.16670 0.26488 -0.42795 0.7 0.2 0.1
C 5.04058 1.32716 -0.69349 0.2 -0.9 -1.3
C 4.98781 1.97774 -1.93603 0.4 1.3 0.6
C 3.93402 1.76583 -2.80489 -0.2 -0.7 0.8
C 2.98534 0.79656 -2.47613 0.0 0.2 0.3
C 1.59363 -2.13960 -2.32622 0.5 -0.1 -0.6
C 0.31273 -2.66616 -2.49563 0.8 0.1 -0.4
C -0.02447 -3.21193 -3.71595 -0.9 -0.8 0.3
C 0.91435 -3.26002 -4.71995 -0.7 -1.2 -1.4
C 2.20759 -2.79371 -4.56459 0.2 -0.3 0.3
C 2.56597 -2.26456 -3.33973 0.5 1.1 0.4
P 4.44793 -3.28416 0.01317 0.2 0.8 -0.8
C 4.47501 -4.57092 1.26608 -0.5 0.0 0.4
C 5.63533 -5.31634 1.32841 0.2 -1.0 1.2
C 5.73859 -6.35540 2.27467 0.5 0.3 -1.2
C 4.68598 -6.64147 3.12575 0.8 0.0 0.3
C 3.55029 -5.85602 3.08338 -0.4 -0.2 0.4
C 3.42633 -4.86100 2.14150 0.0 0.4 -0.2
C 4.02617 -4.37293 -1.41114 -0.5 0.2 0.6
C 2.83009 -5.11579 -1.49309 0.0 0.4 0.0
C 2.53598 -5.75662 -2.68869 -0.4 0.1 0.4
C 3.42108 -5.63459 -3.74749 -0.9 -1.5 -0.6
C 4.63243 -5.03261 -3.61495 1.6 0.0 -0.8
C 4.94910 -4.39543 -2.44283 0.1 0.5 0.4
H 2.06354 -3.09491 0.53075 0.4 0.4 0.0
H 2.92748 -1.75911 1.30026 0.3 -0.7 -0.7
H 4.35733 -0.45633 0.40193 -0.2 1.1 -0.6
H 5.91275 1.49178 -0.09786 0.2 0.1 0.6
H 5.71986 2.77919 -2.20952 -0.5 -0.9 0.5
H 3.89970 2.37687 -3.67677 -0.3 0.1 -0.7
H 2.11302 0.61091 -3.08190 0.0 0.1 -0.4
H -0.40286 -2.75748 -1.70973 -0.4 0.4 0.7
H -1.02109 -3.71083 -3.76136 0.8 0.5 -0.3
H 0.64183 -3.84351 -5.62436 0.3 0.7 0.4
H 2.92409 -2.97536 -5.35416 0.1 0.2 0.0
H 3.59182 -1.84479 -3.13834 -1.1 -0.6 -0.4
H 6.48349 -5.10693 0.69375 0.0 0.1 -0.2
H 6.66618 -6.93938 2.26748 -0.4 0.1 0.3
H 4.83869 -7.41425 3.86983 -0.3 0.0 0.0
H 2.75025 -5.98822 3.80392 0.0 -0.2 -0.1
H 2.50508 -4.29466 2.10889 0.0 0.0 0.0
H 2.09547 -5.12712 -0.67247 0.4 0.0 -0.3
H 1.61230 -6.33704 -2.80985 0.4 0.4 0.1
H 3.14289 -6.14478 -4.66442 0.2 0.1 -0.1
H 5.41038 -5.08234 -4.39492 -0.7 0.1 0.1
H 5.89494 -3.85673 -2.35519 -0.3 -0.1 0.1
C 2.54578 3.71835 0.94195 -0.7 0.5 0.9
C 1.46492 3.44334 -0.11528 0.4 0.0 0.0
C 0.46231 2.66532 0.60765 -1.2 -0.4 0.7
N -0.23797 2.06535 1.31110 0.6 0.5 -1.5
H 3.42220 4.16423 0.54936 1.0 0.2 -0.8
H 2.79685 2.82069 1.50354 0.1 0.0 -0.1
H 2.17145 4.48512 1.65550 0.0 -0.6 -0.3
H 1.84479 2.83030 -0.96069 -0.2 0.4 0.5
H 1.05352 4.40645 -0.47908 -0.1 -0.8 0.1
C -5.07247 3.04830 3.27457 0.4 -0.4 -0.3
N -3.63895 3.22665 3.41671 0.9 1.4 0.0
C -2.71625 2.23758 3.59700 0.0 -0.5 -0.1
Se -3.06222 0.41859 3.48203 -0.2 0.9 0.4
N -1.49042 2.81335 3.72565 -1.2 1.4 -0.4
C -1.56914 4.19678 3.46767 -1.6 -1.2 -0.1
C -0.64681 5.19231 3.26672 0.1 1.0 0.6
C -1.15335 6.49883 3.10892 0.4 -0.2 0.0
C -2.52251 6.79343 3.10983 1.1 0.1 0.2
C -3.44655 5.78305 3.26285 -0.4 -0.9 0.0
C -2.96485 4.48249 3.36227 0.3 -0.9 0.1
H -5.27511 2.20712 2.57773 0.1 0.3 0.8
H -5.47418 3.94696 2.80895 -0.1 0.1 0.2
H -5.49872 2.88245 4.26557 -0.3 -0.1 -0.2
H -0.65968 2.25263 3.72631 0.7 -0.3 0.0
H 0.42878 5.04197 3.37329 -0.4 -0.1 -0.2
H -0.41108 7.29525 3.02938 -0.4 -0.1 -0.1
H -2.83518 7.82499 3.05644 -0.1 0.1 -0.1
H -4.50852 5.98243 3.34414 0.0 0.0 -0.2
S -1.46437 5.65463 -0.72453 0.0 0.3 0.1
C -2.98629 4.98407 -0.51835 1.3 -0.8 -0.7
N -4.15632 5.65454 -0.56289 0.5 1.5 -0.2
C -5.18603 4.85810 -0.00160 -1.7 -1.0 -0.1
C -4.67552 3.41494 -0.20023 0.3 -0.2 0.9
N -3.25637 3.69952 -0.39642 0.2 -1.3 0.7
H -4.00992 6.60305 -0.26739 -0.4 0.3 0.0
H -6.15637 5.02710 -0.48669 0.2 0.0 0.1
H -5.29929 5.05156 1.05360 -0.1 0.2 0.5
H -5.07172 2.85758 -1.03603 -0.3 0.2 -0.4
H -4.84334 2.77659 0.70488 0.2 0.6 -0.8
H -2.56868 2.95256 -0.30682 -0.2 0.3 -0.2
F 0.92975 1.51832 3.77891 0.8 -0.4 0.0
C 0.92741 0.13694 3.35330 -0.5 -0.5 0.4
F 1.71848 0.10854 2.11201 0.3 0.3 0.6
H 1.55656 -0.40203 4.09150 0.2 0.6 -0.3